8
Properties=species:S:1:pos:R:3 method="wB97M-V/def2-TZVPD" largest_force_ev_per_a=3.7 orbital_gap_ev=9.75 homo_ev=-9.247
C -1.004 -0.453 -0.391
C 0.770 0.462 0.521
Cl 1.069 1.945 -0.432
Br 1.912 -0.980 0.158
H -0.476 -1.075 -1.131
H -1.373 -1.045 0.412
H -1.652 0.349 -0.713
H 0.756 0.796 1.577

***

15
Properties=species:S:1:pos:R:3 method="wB97M-V/def2-TZVPD" largest_force_ev_per_a=4.0 orbital_gap_ev="7.49 / 8.28" homo_ev="-8.747 / -8.384"
C 0.189 -0.261 1.151
C -0.554 0.548 0.158
C -0.151 -0.779 -0.206
C 1.475 2.436 -0.219
C -1.155 -2.015 -0.294
I -2.383 1.451 -0.031
I 1.302 -1.288 -1.866
H 1.228 -0.010 1.426
H -0.300 -0.872 1.944
H 2.047 1.510 -0.240
H 1.288 3.119 0.557
H 1.260 2.908 -1.209
H -1.470 -2.060 -1.397
H -2.021 -1.712 0.352
H -0.756 -2.975 -0.125

***

12
Properties=species:S:1:pos:R:3 method="wB97M-V/def2-TZVPD" largest_force_ev_per_a=7.8 orbital_gap_ev=8.30 homo_ev=-9.141
C 0.523 -0.007 -1.377
C -0.098 0.136 -0.125
C -0.623 -0.242 2.250
H 1.957 -0.291 -2.654
H 0.229 -1.924 0.753
H -0.778 0.888 2.145
N -0.978 1.619 -1.285
N -0.733 1.215 -0.041
N 0.391 -0.493 1.100
O 1.271 -0.954 -1.878
O -0.085 1.025 -2.125
O -1.076 -0.971 3.236

***

22
Properties=species:S:1:pos:R:3 method="wB97M-V/def2-TZVPD" largest_force_ev_per_a=5.4 orbital_gap_ev=5.62 homo_ev=-8.139
C 0.519 -1.503 -0.861
N 1.511 -0.560 -0.548
C 1.373 -0.181 0.785
N 2.162 1.057 0.982
C -0.785 -0.881 -1.569
C -1.097 0.588 -1.110
C -2.215 0.678 -0.123
S -1.739 -0.389 1.341
H 0.230 -2.017 0.062
H 0.896 -2.262 -1.557
H 0.580 1.534 2.825
H 0.257 0.008 0.943
H 1.611 -0.900 1.588
H 2.638 1.176 0.096
H 2.860 0.971 1.710
H -0.364 -0.754 -2.571
H -1.629 -1.561 -1.651
H -1.309 1.274 -1.939
H -0.099 0.905 -0.825
H -2.427 1.665 0.270
H -3.095 0.222 -0.582
H 0.126 0.928 2.733

***

17
Properties=species:S:1:pos:R:3 method="wB97M-V/def2-TZVPD" largest_force_ev_per_a=2.0 orbital_gap_ev=8.79 homo_ev=-7.959
C -0.222 -0.984 -1.493
C 0.000 0.200 -0.574
C -1.039 1.264 -0.545
C 1.178 0.377 0.056
N 2.233 -0.539 -0.130
H 0.289 -0.823 -2.442
H -1.295 -1.102 -1.619
H 0.182 -1.867 -1.001
H -1.208 1.616 -1.576
H -0.696 2.134 0.015
H -2.064 1.029 -0.250
H 1.408 1.140 0.777
H 3.027 -0.380 0.459
H 2.069 -1.530 -0.221
O -1.789 -0.126 2.223
H -1.022 -0.004 1.608
H -1.504 -0.684 2.949

***

15
Properties=species:S:1:pos:R:3 method="wB97M-V/def2-TZVPD" largest_force_ev_per_a=4.4 orbital_gap_ev=9.11 homo_ev=-8.574
C 0.687 1.848 -0.285
C -2.188 -1.651 0.562
C 0.754 0.701 0.758
N -0.522 -0.861 -1.486
O -0.501 0.157 0.979
S -1.479 -0.289 -0.408
I 2.329 -0.883 0.190
H 0.046 1.585 -1.026
H 0.307 2.687 0.296
H 1.703 2.135 -0.583
H -1.430 -2.341 0.568
H -3.087 -2.124 0.175
H -2.327 -1.205 1.549
H 1.094 1.079 1.757
H -0.549 -0.224 -2.268

***

12
Properties=species:S:1:pos:R:3 method="wB97M-V/def2-TZVPD" largest_force_ev_per_a=2.9 orbital_gap_ev=7.53 homo_ev=-7.071
C -1.008 -0.942 0.225
C 0.097 0.688 -1.206
C 0.350 -0.483 -0.162
Se 0.932 0.792 1.468
H -0.914 -1.315 1.211
H -1.273 -1.865 -0.433
H -1.771 -0.204 -0.069
H 0.961 1.411 -1.212
H 0.281 0.175 -2.157
H -0.872 1.211 -1.195
H 0.934 -0.167 2.559
H 2.283 0.699 0.971

***

58
Properties=species:S:1:pos:R:3 method="wB97M-V/def2-TZVPD" largest_force_ev_per_a=0.7 orbital_gap_ev=8.69 homo_ev=-8.028
C -3.459 -3.235 -0.142
C -2.996 -1.827 -0.089
C -1.751 -1.290 0.031
N -0.461 -1.778 0.215
C 0.059 -3.016 0.214
O -0.560 -4.058 0.132
C 1.591 -3.024 0.361
C 1.973 -3.637 1.704
O 2.125 -1.703 0.279
C 2.717 -1.320 -0.867
O 2.866 -2.041 -1.815
C 3.166 0.116 -0.771
C 4.359 0.234 0.185
C 4.819 1.682 0.353
C 5.986 1.803 1.360
C 7.171 2.365 0.571
C 6.508 3.187 -0.529
C 5.347 2.295 -0.956
C -1.864 0.157 -0.032
O -0.973 0.986 0.060
N -3.213 0.402 -0.197
C -3.842 1.638 0.006
C -4.991 1.736 0.786
C -5.592 2.967 0.969
C -5.047 4.104 0.395
C -3.889 4.007 -0.360
C -3.287 2.780 -0.565
N -3.920 -0.798 -0.154
C -5.104 -0.914 -0.975
H -4.210 -3.417 0.626
H -2.611 -3.896 0.015
H -3.901 -3.457 -1.113
H 0.194 -1.004 0.318
H 1.996 -3.623 -0.465
H 1.633 -2.993 2.512
H 3.052 -3.752 1.773
H 1.498 -4.609 1.795
H 2.338 0.720 -0.395
H 3.440 0.456 -1.768
H 4.066 -0.165 1.159
H 5.187 -0.369 -0.195
H 3.968 2.268 0.710
H 5.716 2.490 2.163
H 6.225 0.842 1.813
H 7.744 1.551 0.123
H 7.843 2.953 1.194
H 7.185 3.418 -1.351
H 6.131 4.125 -0.116
H 4.577 2.846 -1.494
H 5.722 1.504 -1.609
H -5.396 0.855 1.262
H -6.484 3.039 1.572
H -5.518 5.063 0.544
H -3.455 4.892 -0.799
H -2.383 2.695 -1.144
H -5.637 0.034 -0.970
H -5.750 -1.684 -0.556
H -4.858 -1.174 -2.010